1.
12
Properties=species:S:1:pos:R:3:forces:R:3:nbo_charge:R:1 method="wB97M-V/def2-TZVPD" fmax_ev_per_a=2.4 total_energy_ha=-508.40264 smiles="C=N/C(C)=C/I" total_charge=0
C 0.009208 0.239907 0.193963 -0.915 -0.259 -0.260 0.106
C 1.265017 -1.523996 -0.181432 1.797 -0.932 -0.642 -0.039
C -1.009709 -0.617562 0.182453 -2.130 0.992 0.273 -0.379
C -0.040703 1.715866 0.021867 0.092 -0.010 0.041 -0.656
N 1.204043 -0.412194 0.401038 0.817 0.194 0.438 -0.391
I -3.007472 0.019747 -0.078872 0.388 -0.128 0.025 0.096
H 2.101926 -2.175478 0.037128 0.142 -0.125 0.076 0.174
H 0.593909 -1.855594 -0.972165 -0.147 0.122 0.045 0.165
H -0.947115 -1.647522 0.474853 -0.044 -0.026 0.037 0.218
H -0.784200 2.150868 0.686860 -0.027 0.081 -0.003 0.236
H -0.320355 1.964134 -1.001669 -0.009 0.051 -0.036 0.236
H 0.935456 2.141826 0.235974 0.036 0.039 0.007 0.235

***

2.
13
Properties=species:S:1:pos:R:3:forces:R:3:nbo_charge:R:1 method="wB97M-V/def2-TZVPD" fmax_ev_per_a=4.0 total_energy_ha=-562.74791 total_charge=+1
C -0.580458 0.172241 -2.616488 1.895 1.763 2.072 -0.171
C 0.212665 0.580762 -1.770423 -0.766 -0.923 -0.353 0.131
C 1.799935 1.269854 0.097915 -1.369 0.274 -2.906 0.016
C 0.217627 -0.655217 0.231285 2.625 0.229 0.754 -0.071
N 0.796115 0.519993 -0.490145 0.293 -0.459 1.931 -0.522
N -0.829820 -0.245781 1.219791 -3.211 -1.571 -1.850 -0.739
I 2.036754 1.101913 2.145381 0.141 -0.238 0.428 0.212
H -1.383945 0.171378 -3.298236 -0.218 -0.283 -0.657 0.263
H -1.716778 0.233383 0.783299 2.294 -0.751 0.602 0.466
H 1.108865 -1.174081 0.751711 -1.801 0.871 -0.300 0.252
H -0.119179 -1.286875 -0.506056 -1.263 -1.538 -1.287 0.242
H -0.268628 0.412429 1.726255 -0.122 0.785 1.981 0.445
H -1.273152 -1.100003 1.725712 1.501 1.839 -0.414 0.476

***

3.
14
Properties=species:S:1:pos:R:3:forces:R:3:nbo_charge:R:1 method="wB97M-V/def2-TZVPD" fmax_ev_per_a=5.1 total_energy_ha=-617.91253 smiles=ICNn1ccnc1 total_charge=0
C -0.442341 -1.171433 -2.217930 0.887 0.517 -0.899 -0.105
C -0.905079 -0.718600 -1.025867 -1.022 -0.566 1.077 -0.118
C 1.247998 -0.847471 -0.986667 1.726 0.054 0.761 0.165
C 0.155640 1.397846 1.267949 0.388 -3.228 -1.242 -0.341
N 0.950576 -1.178511 -2.205154 -0.561 -0.315 0.519 -0.450
N 0.178948 -0.628187 -0.194323 0.581 0.525 0.589 -0.213
N 0.166970 -0.177392 1.147989 -1.990 3.792 -2.791 -0.462
I 1.924738 2.386285 0.544508 0.067 -0.089 0.348 0.059
H -0.872331 -1.451017 -3.169371 -0.623 0.231 0.411 0.219
H -1.822653 -0.496209 -0.522790 -0.706 -0.226 -0.511 0.221
H 2.224136 -0.708218 -0.546007 0.193 -0.197 -0.289 0.193
H -0.038357 1.494377 2.294201 0.149 0.845 1.363 0.212
H -0.602339 1.916935 0.661110 0.009 -1.060 0.283 0.229
H 0.681266 -0.722826 1.790697 0.903 -0.284 0.381 0.392

***

4.
14
Properties=species:S:1:pos:R:3:forces:R:3:nbo_charge:R:1 method="wB97M-V/def2-TZVPD" fmax_ev_per_a=0.9 total_energy_ha=-617.84502 total_charge=0
C -0.519575 1.742430 1.358902 -0.096 -0.118 -0.274 0.115
C -1.850425 0.602856 0.226252 0.203 0.123 -0.466 0.159
C 1.682245 -1.471881 -0.065972 0.346 -0.268 -0.115 -0.847
C 0.939889 -1.008292 -1.234084 -0.147 0.311 -0.348 -0.072
N -1.602203 0.943389 1.464539 -0.390 -0.274 0.520 -0.487
N -0.095761 1.903263 0.128845 0.679 0.471 -0.294 -0.278
N -0.949890 1.176629 -0.596045 -0.553 0.039 0.379 -0.334
I 0.480860 -2.470260 -2.641075 0.144 -0.135 0.227 0.145
H -0.049113 2.207019 2.201474 0.149 0.131 0.125 0.198
H 2.268026 -0.642389 0.337914 -0.079 0.020 0.023 0.257
H 2.284576 -2.378353 -0.145111 -0.034 -0.099 -0.001 0.217
H 0.884052 -1.658409 0.667456 -0.136 0.042 0.082 0.293
H -2.645894 -0.030881 -0.109338 -0.164 -0.148 -0.121 0.205
H -0.826787 1.084880 -1.593757 0.078 -0.093 0.263 0.431

***

Sequential energy relative to the best compared isomer or geometry (same formula, charge and spin) output: 0.818 6.047 0.496 2.333 eV
Sequential LUMO output: 0.54 -4.30 0.27 -0.86 eV
Sequential HOMO-LUMO gap output: 0.3391 0.3080 0.3382 0.2849 hartree